The following is a quantum chemistry calculation of C37H38AgBrFN3O5Sb as an isolated structure, from the Open Molecules 2025 dataset.

Calculated values
- largest force on an atom (hartree/bohr) = 0.0066
- energy above the lowest of the compared OMol25 structures with the same formula, charge and spin (kJ/mol) = 0.0
- E_tot (eV) = -136994.1310
- gap between HOMO and LUMO (eV) = 7.455
- net charge = -1

Last column: Löwdin charge in e.
CARTESIAN COORDINATES (ANGSTROEM)
1 Ag 0.230 -1.318 -0.734  0.80
2 C 3.810 4.697 -0.898  -0.05
3 C 4.093 3.613 0.134  -0.32
4 C 5.544 3.677 0.583  -0.16
5 C 5.830 2.619 1.632  -0.14
6 C 5.446 1.259 1.116  -0.14
7 C 6.060 0.123 1.597  0.03
8 C 5.666 -1.125 1.135  -0.26
9 F 6.286 -2.222 1.637  0.04
10 C 4.679 -1.269 0.206  0.07
11 C 4.056 -0.131 -0.308  -0.04
12 C 2.947 -0.329 -1.281  -0.35
13 O 2.637 -1.471 -1.625  -0.01
14 C 2.312 0.894 -1.716  -0.06
15 C 2.778 2.080 -1.259  -0.03
16 N 3.799 2.262 -0.384  0.03
17 C 4.438 1.137 0.139  -0.08
18 C 1.065 0.979 -2.590  -0.70
19 O 0.882 2.040 -3.208  -0.04
20 O 0.275 -0.005 -2.537  -0.13
21 H 4.197 5.643 -0.518  0.08
22 H 2.749 4.829 -1.095  0.07
23 H 4.311 4.468 -1.840  0.10
24 H 3.453 3.788 1.009  0.15
25 H 5.740 4.675 0.980  0.12
26 H 6.190 3.531 -0.289  0.13
27 H 5.252 2.844 2.535  0.12
28 H 6.882 2.624 1.920  0.12
29 H 6.841 0.195 2.344  0.12
30 H 4.347 -2.237 -0.143  0.13
31 H 2.268 2.957 -1.624  0.10
32 C -3.872 -2.056 1.281  -0.05
33 C -3.778 -3.376 1.685  -0.07
34 C -2.703 -4.137 1.256  -0.02
35 C -1.753 -3.551 0.436  -0.23
36 N -1.859 -2.288 0.024  0.08
37 C -2.885 -1.559 0.440  -0.11
38 C -0.516 -4.270 -0.007  -0.25
39 C 0.140 -5.158 0.831  -0.03
40 C 1.331 -5.717 0.399  -0.07
41 C 1.825 -5.366 -0.847  -0.06
42 C 1.096 -4.471 -1.615  -0.13
43 N -0.057 -3.946 -1.216  0.09
44 H -4.684 -1.420 1.605  0.10
45 H -4.531 -3.810 2.332  0.10
46 H -2.600 -5.173 1.551  0.11
47 H -2.908 -0.533 0.095  0.09
48 H -0.238 -5.353 1.825  0.11
49 H 1.882 -6.392 1.041  0.10
50 H 2.766 -5.758 -1.206  0.10
51 H 1.455 -4.137 -2.582  0.11
52 C -2.806 5.197 -0.403  -0.21
53 C -1.471 4.759 0.196  -0.46
54 Sb -0.739 2.714 -0.125  1.47
55 C -2.058 2.109 -1.730  -0.43
56 C -3.569 1.981 -1.553  -0.19
57 C -1.716 1.898 1.637  -0.45
58 C -3.187 2.211 1.893  -0.19
59 H -2.963 6.273 -0.283  0.06
60 H -3.646 4.691 0.073  0.04
61 H -2.852 4.975 -1.470  0.06
62 H -1.469 4.899 1.281  0.03
63 H -0.672 5.395 -0.194  0.02
64 H -1.622 1.174 -2.082  0.02
65 H -1.809 2.828 -2.514  0.04
66 H -3.832 1.116 -0.943  0.03
67 H -4.048 1.835 -2.526  0.07
68 H -4.026 2.856 -1.091  0.04
69 H -1.113 2.281 2.464  0.03
70 H -1.524 0.824 1.614  0.02
71 H -3.375 3.286 1.875  0.05
72 H -3.502 1.842 2.875  0.06
73 H -3.838 1.757 1.148  0.04
74 Br 1.452 1.381 7.794  0.68
75 C 1.240 0.675 6.035  -0.70
76 C 0.887 -0.655 5.882  -0.13
77 C 0.734 -1.159 4.597  -0.02
78 C 0.932 -0.349 3.488  -0.13
79 C 1.290 0.982 3.671  -0.03
80 C 1.446 1.506 4.947  -0.13
81 C 0.753 -0.905 2.085  -0.64
82 O 0.944 -0.081 1.148  -0.12
83 O 0.433 -2.103 1.972  -0.02
84 H 0.734 -1.280 6.751  0.09
85 H 0.455 -2.190 4.430  0.11
86 H 1.442 1.593 2.791  0.11
87 H 1.721 2.541 5.097  0.09

=====

The following is a quantum chemistry calculation of C37H38BrCrN8O3STe as an isolated structure at a distorted geometry, from the Open Molecules 2025 dataset.

Calculated values
- ⟨S²⟩ = 3.79
- largest force on an atom (hartree/bohr) = 0.0307
- energy above the lowest of the compared OMol25 structures with the same formula, charge and spin (kJ/mol) = 322.0
- E_tot (eV) = -173626.1020
- spin multiplicity = 4
- gap between HOMO and LUMO (alpha / beta) (eV) = 2.556 / 2.189
- net charge = +2

Last column: Löwdin spin population.
CARTESIAN COORDINATES (ANGSTROEM)
1 Cr -0.017 -0.751 -0.191  2.96
2 N -1.974 -1.840 -0.015  -0.01
3 C -2.981 -1.024 0.729  0.00
4 C -2.663 0.444 0.540  0.00
5 N -1.224 0.639 0.834  -0.01
6 C -0.731 2.000 0.500  0.00
7 C 0.746 2.056 0.812  0.00
8 N 1.406 0.800 0.316  -0.02
9 H -1.909 -2.761 0.410  0.00
10 H -2.327 -1.993 -0.956  0.00
11 H -3.991 -1.232 0.383  0.00
12 H -2.946 -1.289 1.786  0.00
13 H -2.841 0.741 -0.495  0.00
14 H -3.292 1.063 1.179  0.00
15 H -1.075 0.519 1.841  0.00
16 H -0.915 2.171 -0.560  0.00
17 H -1.263 2.772 1.058  0.00
18 H 1.186 2.937 0.349  0.00
19 H 0.900 2.136 1.885  0.00
20 H 2.066 1.036 -0.421  0.00
21 H 1.972 0.405 1.065  0.00
22 Br 4.238 -0.941 -6.428  0.00
23 C 3.394 -1.195 -4.781  0.00
24 C 2.756 -0.123 -4.164  0.00
25 C 2.144 -0.306 -2.939  0.00
26 C 2.175 -1.550 -2.309  0.00
27 C 2.789 -2.621 -2.951  0.00
28 C 3.392 -2.448 -4.182  0.00
29 N 1.579 -1.733 -1.006  -0.02
30 C 2.193 -2.481 -0.169  0.03
31 C 1.619 -2.642 1.170  0.01
32 C 2.115 -3.533 2.093  0.00
33 C 1.463 -3.672 3.317  0.01
34 C 0.333 -2.912 3.555  0.00
35 C -0.084 -2.011 2.585  0.01
36 N 0.541 -1.859 1.414  -0.01
37 H 2.735 0.846 -4.644  0.00
38 H 1.635 0.531 -2.483  0.00
39 H 2.772 -3.613 -2.509  0.00
40 H 3.855 -3.286 -4.686  0.00
41 H 3.134 -2.961 -0.423  0.00
42 H 2.989 -4.122 1.845  0.00
43 H 1.822 -4.373 4.060  0.00
44 H -0.225 -3.000 4.478  0.00
45 H -0.968 -1.416 2.756  0.00
46 Te 1.380 0.486 4.192  0.00
47 C 0.231 -0.081 5.868  0.00
48 C -1.087 0.339 6.016  0.00
49 C -1.815 -0.068 7.127  0.00
50 C -1.234 -0.901 8.075  0.00
51 C 0.079 -1.324 7.921  0.00
52 C 0.819 -0.914 6.816  0.00
53 C 1.521 2.572 4.483  0.00
54 C 2.771 3.124 4.747  0.00
55 C 2.891 4.500 4.909  0.00
56 C 1.771 5.315 4.813  0.00
57 C 0.524 4.759 4.550  0.00
58 C 0.397 3.387 4.376  0.00
59 H -1.545 0.994 5.285  0.00
60 H -2.836 0.269 7.253  0.00
61 H -1.804 -1.215 8.940  0.00
62 H 0.539 -1.958 8.667  0.00
63 H 1.852 -1.225 6.711  0.00
64 H 3.643 2.490 4.840  0.00
65 H 3.860 4.931 5.123  0.00
66 H 1.867 6.384 4.947  0.00
67 H -0.350 5.394 4.482  0.00
68 H -0.580 2.959 4.177  0.00
69 O -4.100 2.814 -7.992  0.00
70 S -2.665 2.876 -8.239  0.00
71 O -1.898 3.566 -7.218  0.00
72 O -2.249 3.101 -9.598  0.00
73 C -2.313 1.114 -7.895  0.00
74 N -2.484 0.160 -8.834  0.00
75 C -2.335 -1.099 -8.443  0.00
76 C -2.012 -1.451 -7.133  0.00
77 C -1.857 -0.400 -6.253  0.00
78 N -2.005 0.865 -6.621  0.00
79 C -1.502 -0.500 -4.833  0.01
80 C -1.219 -1.687 -4.141  0.00
81 C -0.830 -1.618 -2.828  0.01
82 N -0.722 -0.453 -2.140  -0.01
83 C -1.026 0.679 -2.809  0.01
84 C -1.408 0.700 -4.118  0.00
85 H -2.481 -1.858 -9.203  0.00
86 H -1.900 -2.490 -6.846  0.00
87 H -1.287 -2.654 -4.620  0.00
88 H -0.563 -2.530 -2.302  0.00
89 H -0.932 1.612 -2.266  0.00
90 H -1.631 1.631 -4.633  0.00